## a
The following is a quantum chemistry calculation of a cluster of 6 separate species, C46H96F6N4O6S2 in total, from the Open Molecules 2025 dataset.

Element x y z (Å)
C (6.493, 3.406, 3.241)
C (5.434, 2.254, 2.930)
C (5.517, 1.734, 1.541)
C (6.885, 1.376, 0.897)
N (6.777, 0.928, -0.560)
C (5.881, 1.754, -1.576)
C (6.881, 2.249, -2.668)
C (8.183, 2.389, -1.932)
C (8.167, 1.034, -1.197)
C (6.366, -0.625, -0.561)
C (6.364, -1.347, -1.955)
C (5.166, -2.253, -2.244)
H (7.519, 3.039, 3.226)
H (6.259, 3.994, 4.128)
H (6.536, 4.168, 2.462)
H (4.475, 2.702, 3.192)
H (5.703, 1.474, 3.642)
H (5.003, 2.431, 0.880)
H (4.798, 0.917, 1.479)
H (7.391, 0.566, 1.423)
H (7.433, 2.317, 0.868)
H (5.000, 1.225, -1.938)
H (5.654, 2.604, -0.932)
H (6.978, 1.613, -3.548)
H (6.603, 3.217, -3.084)
H (9.072, 2.480, -2.556)
H (8.272, 3.227, -1.241)
H (8.396, 0.205, -1.867)
H (8.927, 0.981, -0.418)
H (5.413, -0.611, -0.032)
H (7.127, -1.033, 0.103)
H (7.321, -1.832, -2.148)
H (6.355, -0.568, -2.717)
H (4.867, -2.383, -3.284)
H (4.310, -1.679, -1.890)
H (5.050, -3.189, -1.696)
C (0.609, -1.540, 4.981)
C (0.836, -2.811, 5.842)
C (0.510, -4.059, 5.135)
C (1.472, -4.506, 4.001)
N (0.750, -5.327, 2.884)
C (1.740, -5.811, 1.778)
C (0.805, -6.027, 0.512)
C (-0.219, -4.909, 0.598)
C (-0.338, -4.525, 2.056)
C (0.152, -6.627, 3.515)
C (1.035, -7.439, 4.449)
C (0.302, -8.767, 4.922)
H (-0.448, -1.288, 5.070)
H (0.910, -1.639, 3.938)
H (1.197, -0.717, 5.387)
H (0.181, -2.746, 6.711)
H (1.778, -2.839, 6.389)
H (-0.441, -3.840, 4.649)
H (0.367, -4.860, 5.861)
H (2.222, -5.234, 4.313)
H (1.862, -3.603, 3.531)
H (2.352, -6.573, 2.261)
H (2.423, -4.966, 1.689)
H (0.365, -7.022, 0.578)
H (1.260, -6.118, -0.475)
H (-1.122, -5.350, 0.177)
H (0.102, -4.065, -0.013)
H (-1.291, -4.870, 2.457)
H (-0.201, -3.445, 2.108)
H (-0.219, -7.255, 2.704)
H (-0.759, -6.442, 4.083)
H (1.423, -6.826, 5.262)
H (1.933, -7.732, 3.903)
H (-0.109, -9.241, 4.030)
H (-0.580, -8.629, 5.547)
H (0.932, -9.369, 5.576)
C (-5.481, -5.789, -5.805)
C (-5.252, -5.181, -4.389)
C (-6.619, -4.707, -3.857)
C (-6.726, -4.221, -2.393)
N (-8.082, -3.466, -1.946)
C (-9.309, -4.112, -2.629)
C (-10.388, -3.997, -1.670)
C (-9.612, -4.371, -0.326)
C (-8.412, -3.522, -0.438)
C (-7.915, -2.003, -2.440)
C (-7.094, -1.157, -1.473)
C (-6.526, 0.124, -1.994)
H (-4.610, -5.673, -6.450)
H (-6.269, -5.283, -6.363)
H (-5.715, -6.850, -5.727)
H (-4.555, -4.352, -4.512)
H (-4.892, -5.921, -3.676)
H (-7.362, -5.490, -4.006)
H (-6.943, -3.799, -4.366)
H (-5.893, -3.525, -2.300)
H (-6.781, -5.033, -1.667)
H (-9.459, -3.592, -3.576)
H (-9.059, -5.158, -2.804)
H (-10.839, -3.006, -1.611)
H (-11.266, -4.613, -1.864)
H (-10.333, -4.106, 0.447)
H (-9.357, -5.429, -0.397)
H (-8.723, -2.520, -0.143)
H (-7.555, -3.809, 0.172)
H (-8.943, -1.641, -2.464)
H (-7.428, -1.898, -3.409)
H (-6.261, -1.725, -1.059)
H (-7.711, -0.810, -0.644)
H (-7.307, 0.813, -2.315)
H (-5.973, -0.047, -2.917)
H (-5.935, 0.603, -1.214)
C (-4.582, 6.076, 2.165)
C (-3.850, 7.332, 1.660)
C (-2.404, 7.039, 1.770)
C (-1.635, 8.338, 1.490)
N (-0.113, 8.103, 1.337)
C (0.657, 9.503, 1.315)
C (1.010, 9.761, -0.141)
C (0.373, 8.712, -1.004)
C (0.240, 7.551, -0.061)
C (0.553, 7.300, 2.455)
C (0.317, 7.858, 3.845)
C (0.928, 7.103, 4.947)
H (-4.237, 5.195, 1.623)
H (-5.671, 6.078, 2.118)
H (-4.319, 5.873, 3.203)
H (-4.093, 8.180, 2.300)
H (-4.242, 7.727, 0.723)
H (-2.049, 6.347, 1.007)
H (-2.135, 6.734, 2.782)
H (-1.768, 9.086, 2.272)
H (-1.910, 8.805, 0.545)
H (1.588, 9.505, 1.882)
H (0.046, 10.260, 1.807)
H (2.080, 9.917, -0.276)
H (0.611, 10.746, -0.382)
H (0.851, 8.478, -1.956)
H (-0.603, 9.098, -1.295)
H (1.216, 7.074, 0.036)
H (-0.401, 6.725, -0.370)
H (1.600, 7.190, 2.175)
H (0.241, 6.262, 2.337)
H (-0.737, 7.937, 4.111)
H (0.706, 8.874, 3.916)
H (0.488, 7.416, 5.894)
H (2.005, 7.234, 4.840)
H (0.883, 6.015, 4.903)
C (4.758, -2.020, -8.915)
F (4.038, -1.773, -7.800)
F (4.644, -3.319, -9.287)
F (4.279, -1.277, -9.882)
S (6.544, -1.533, -8.683)
O (6.544, -0.106, -8.337)
O (6.934, -2.494, -7.686)
O (7.275, -1.853, -9.958)
C (-0.221, 0.393, -3.037)
F (-0.453, 1.377, -3.913)
F (-1.307, -0.406, -2.987)
F (0.801, -0.326, -3.520)
S (0.161, 1.231, -1.301)
O (0.948, 2.479, -1.500)
O (-1.174, 1.573, -0.758)
O (0.808, 0.139, -0.565)

Its LUMO energy is -3.66 eV. Its total charge is +2. Its orbital gap is 4.894 eV. As for the highest occupied orbital energy: -8.551 eV.


## b
The following is a quantum chemistry calculation of a cluster of 6 separate species, C46H96F6N4O6S2 in total, from the Open Molecules 2025 dataset.

Element x y z (Å)
C (5.815, -3.838, -7.760)
C (6.243, -4.367, -6.357)
C (7.703, -3.902, -6.027)
C (8.527, -4.886, -5.040)
N (9.986, -4.378, -4.748)
C (10.717, -5.146, -3.622)
C (11.514, -4.178, -2.661)
C (11.018, -2.793, -3.065)
C (9.895, -2.978, -4.071)
C (10.932, -4.210, -6.018)
C (11.425, -5.460, -6.726)
C (12.413, -5.119, -7.847)
H (6.222, -4.218, -8.697)
H (5.949, -2.757, -7.713)
H (4.748, -3.967, -7.939)
H (6.253, -5.455, -6.414)
H (5.588, -4.097, -5.528)
H (7.515, -2.871, -5.727)
H (8.227, -3.886, -6.982)
H (8.682, -5.787, -5.632)
H (8.098, -5.028, -4.048)
H (11.369, -5.951, -3.961)
H (9.957, -5.699, -3.070)
H (12.592, -4.314, -2.568)
H (11.090, -4.447, -1.693)
H (11.929, -2.334, -3.451)
H (10.767, -2.175, -2.203)
H (10.021, -2.197, -4.820)
H (8.901, -2.889, -3.631)
H (11.838, -3.654, -5.779)
H (10.366, -3.652, -6.764)
H (10.541, -5.952, -7.131)
H (11.907, -6.107, -5.993)
H (13.394, -4.836, -7.466)
H (11.946, -4.374, -8.491)
H (12.539, -6.041, -8.415)
C (12.610, -11.940, -0.133)
C (11.790, -12.692, -1.271)
C (10.489, -13.213, -0.726)
C (10.685, -14.685, -0.098)
N (9.617, -15.040, 0.930)
C (9.863, -14.154, 2.183)
C (10.472, -15.166, 3.248)
C (10.873, -16.448, 2.490)
C (9.873, -16.541, 1.356)
C (8.160, -14.784, 0.507)
C (7.607, -15.590, -0.786)
C (6.206, -15.208, -1.244)
H (12.091, -11.017, 0.125)
H (13.610, -11.741, -0.517)
H (12.690, -12.652, 0.688)
H (12.375, -13.458, -1.780)
H (11.532, -12.077, -2.133)
H (9.753, -13.393, -1.510)
H (10.072, -12.442, -0.079)
H (11.613, -14.848, 0.450)
H (10.633, -15.466, -0.856)
H (8.885, -13.783, 2.489)
H (10.607, -13.365, 2.081)
H (9.661, -15.405, 3.936)
H (11.292, -14.696, 3.790)
H (10.694, -17.342, 3.089)
H (11.884, -16.474, 2.081)
H (8.948, -16.896, 1.809)
H (10.047, -17.196, 0.503)
H (8.083, -13.697, 0.457)
H (7.507, -15.115, 1.315)
H (7.560, -16.666, -0.617)
H (8.308, -15.484, -1.614)
H (6.134, -14.135, -1.422)
H (5.500, -15.311, -0.421)
H (5.808, -15.656, -2.155)
C (6.908, -0.904, 3.619)
C (5.713, -1.147, 2.643)
C (4.337, -0.486, 3.048)
C (3.260, -0.642, 1.911)
N (1.775, -0.398, 2.390)
C (1.147, -1.701, 3.060)
C (-0.333, -1.645, 2.785)
C (-0.589, -0.603, 1.773)
C (0.808, -0.362, 1.209)
C (1.613, 0.913, 3.303)
C (1.933, 2.155, 2.509)
C (2.144, 3.504, 3.323)
H (7.660, -1.690, 3.672)
H (6.362, -0.902, 4.562)
H (7.445, 0.043, 3.585)
H (5.644, -2.230, 2.535)
H (6.028, -0.705, 1.697)
H (4.468, 0.581, 3.227)
H (3.928, -0.986, 3.926)
H (3.236, -1.637, 1.467)
H (3.430, 0.092, 1.124)
H (1.522, -1.660, 4.083)
H (1.486, -2.595, 2.537)
H (-0.879, -1.445, 3.707)
H (-0.619, -2.658, 2.503)
H (-0.877, 0.335, 2.248)
H (-1.214, -0.921, 0.938)
H (0.697, 0.630, 0.771)
H (1.151, -1.082, 0.467)
H (2.244, 0.810, 4.186)
H (0.610, 0.930, 3.728)
H (1.095, 2.203, 1.815)
H (2.757, 2.044, 1.804)
H (2.954, 3.446, 4.051)
H (1.320, 3.698, 4.010)
H (2.367, 4.341, 2.661)
C (-0.319, -10.212, -2.857)
C (-1.674, -10.783, -2.363)
C (-1.905, -10.761, -0.856)
C (-3.278, -11.418, -0.502)
N (-3.527, -11.517, 1.018)
C (-4.809, -12.329, 1.323)
C (-5.071, -11.908, 2.793)
C (-4.746, -10.417, 2.893)
C (-3.876, -10.090, 1.597)
C (-2.310, -12.131, 1.918)
C (-1.756, -13.482, 1.465)
C (-0.561, -13.885, 2.347)
H (0.500, -10.909, -2.679)
H (-0.003, -9.333, -2.295)
H (-0.322, -9.943, -3.913)
H (-1.909, -11.792, -2.703)
H (-2.502, -10.178, -2.730)
H (-1.828, -9.738, -0.487)
H (-1.059, -11.277, -0.402)
H (-3.213, -12.430, -0.902)
H (-4.080, -10.769, -0.852)
H (-4.676, -13.404, 1.206)
H (-5.545, -12.001, 0.589)
H (-4.659, -12.438, 3.651)
H (-6.150, -12.021, 2.905)
H (-4.228, -10.105, 3.800)
H (-5.621, -9.769, 2.841)
H (-2.998, -9.451, 1.679)
H (-4.419, -9.507, 0.853)
H (-2.610, -12.073, 2.965)
H (-1.622, -11.287, 1.865)
H (-1.400, -13.328, 0.446)
H (-2.461, -14.314, 1.468)
H (0.129, -13.046, 2.257)
H (0.003, -14.812, 2.249)
H (-0.748, -13.811, 3.418)
C (1.190, -7.680, 7.549)
F (1.306, -8.320, 6.398)
F (1.906, -8.363, 8.525)
F (1.674, -6.443, 7.456)
S (-0.625, -7.595, 8.017)
O (-0.642, -6.999, 9.382)
O (-1.296, -6.731, 7.049)
O (-0.976, -9.042, 7.917)
C (3.896, -7.484, 0.713)
F (4.467, -6.712, 1.710)
F (2.606, -7.697, 1.032)
F (3.934, -6.797, -0.446)
S (4.846, -9.134, 0.506)
O (3.820, -10.153, 0.392)
O (5.636, -8.930, -0.717)
O (5.684, -9.225, 1.722)

Its LUMO energy is -3.27 eV. Its total charge is +2. Its orbital gap is 5.687 eV. As for the highest occupied orbital energy: -8.956 eV.


b is favored, and the nearest alternative lies 0.0020 hartree above it.


## a
The following is a quantum chemistry calculation of an isolated molecule of C4H7ClFN, from the Open Molecules 2025 dataset.

Element x y z (Å)
C (1.207, 0.470, -1.014)
C (0.209, -0.519, -0.303)
C (-1.293, -0.110, -0.168)
C (-0.851, 0.364, 1.315)
H (1.396, 1.600, -0.843)
H (0.283, -1.582, -0.753)
H (-1.847, 0.375, -1.084)
H (-1.689, -1.353, -0.134)
H (-0.594, 1.487, 1.473)
H (-1.386, 0.144, 2.208)
H (1.380, -0.677, 1.743)
N (0.322, -0.559, 1.132)
F (2.390, 0.104, -0.850)
Cl (0.473, 0.256, -2.722)

Its LUMO energy is 0.96 eV. Its orbital gap is 9.768 eV. As for the highest occupied orbital energy: -8.809 eV. The SMILES is F[C@@H](Cl)[C@@H]1CCN1.


## b
The following is a quantum chemistry calculation of a cluster of 2 separate species, C4H7ClFN in total, from the Open Molecules 2025 dataset.

Element x y z (Å)
C (0.952, -0.006, -0.808)
C (-2.542, -0.391, -1.093)
C (1.968, 0.996, 1.317)
C (-1.799, -1.264, -0.363)
N (1.210, 1.004, -0.005)
F (-1.457, -0.933, 0.906)
Cl (1.659, -1.573, -0.529)
H (-2.803, -0.912, -2.109)
H (-2.978, 0.522, -0.816)
H (0.966, 1.954, -0.428)
H (1.161, 0.538, 1.902)
H (2.310, 1.941, 1.748)
H (2.837, 0.358, 1.004)
H (-1.484, -2.233, -0.725)

Its LUMO energy is 0.80 eV. Its orbital gap is 8.851 eV. As for the highest occupied orbital energy: -8.055 eV.


b is favored, and the nearest alternative lies 0.0139 hartree above it.


## a
The following is a quantum chemistry calculation of an isolated molecule of C13H16Cl3NO5S, from the Open Molecules 2025 dataset.

Element x y z (Å)
C (-0.764, -3.418, -0.907)
C (0.489, -2.635, -0.657)
O (1.078, -1.991, -1.494)
O (0.897, -2.750, 0.606)
C (2.100, -2.091, 1.006)
C (1.818, -0.737, 1.675)
H (2.377, -0.656, 2.606)
H (0.757, -0.699, 1.926)
C (2.145, 0.479, 0.793)
N (1.316, 0.544, -0.397)
S (-0.213, 1.033, -0.242)
O (-0.743, 1.313, -1.526)
O (-0.315, 2.000, 0.799)
O (-0.955, -0.337, 0.323)
C (-2.110, -0.164, 1.089)
C (-3.306, 0.270, 0.235)
Cl (-3.254, 2.008, -0.104)
Cl (-3.302, -0.621, -1.288)
Cl (-4.793, -0.100, 1.126)
H (-2.327, -1.134, 1.548)
H (-1.934, 0.594, 1.863)
H (1.404, -0.245, -1.034)
C (3.601, 0.590, 0.381)
C (3.924, 1.397, -0.707)
C (5.237, 1.549, -1.112)
C (6.254, 0.900, -0.432)
C (5.945, 0.103, 0.655)
C (4.629, -0.051, 1.060)
H (4.421, -0.677, 1.914)
H (6.730, -0.404, 1.195)
H (7.280, 1.016, -0.747)
H (5.466, 2.177, -1.959)
H (3.128, 1.901, -1.232)
H (1.872, 1.379, 1.359)
H (2.566, -2.781, 1.713)
H (2.751, -1.968, 0.134)
H (-1.584, -2.716, -1.043)
H (-0.657, -3.990, -1.825)
H (-0.977, -4.073, -0.068)

Its LUMO energy is 0.53 eV. Its orbital gap is 10.001 eV. As for the highest occupied orbital energy: -9.469 eV. The SMILES is CC(=O)OCC[C@H](NS(=O)(=O)OCC(Cl)(Cl)Cl)c1ccccc1.


## b
The following is a quantum chemistry calculation of an isolated molecule of C13H16Cl3NO5S, from the Open Molecules 2025 dataset.

Element x y z (Å)
C (3.561, 2.943, 2.009)
C (3.811, 1.848, 1.023)
O (4.009, 0.688, 1.312)
O (3.778, 2.288, -0.232)
C (3.998, 1.368, -1.305)
H (4.504, 0.477, -0.915)
C (2.692, 1.009, -2.021)
H (2.031, 1.869, -1.932)
H (2.901, 0.828, -3.077)
C (2.005, -0.242, -1.457)
N (1.710, -0.166, -0.028)
S (0.661, 0.977, 0.498)
O (0.603, 2.150, -0.300)
O (0.858, 1.107, 1.903)
O (-0.744, 0.229, 0.250)
C (-0.943, -0.925, 1.021)
C (-2.439, -1.100, 1.240)
Cl (-2.716, -2.565, 2.187)
Cl (-3.255, -1.249, -0.319)
Cl (-3.087, 0.297, 2.105)
H (-0.430, -0.805, 1.983)
H (-0.541, -1.798, 0.491)
H (2.535, -0.175, 0.565)
C (0.709, -0.603, -2.148)
C (-0.157, 0.343, -2.680)
C (-1.361, -0.049, -3.239)
C (-1.721, -1.385, -3.270)
C (-0.867, -2.335, -2.737)
C (0.338, -1.944, -2.180)
H (1.003, -2.687, -1.763)
H (-1.140, -3.379, -2.750)
H (-2.664, -1.685, -3.701)
H (-2.027, 0.697, -3.646)
H (0.088, 1.391, -2.642)
H (2.697, -1.089, -1.561)
H (4.666, 1.895, -1.991)
H (2.547, 2.801, 2.382)
H (4.249, 2.854, 2.845)
H (3.644, 3.914, 1.532)

Its LUMO energy is 0.62 eV. Its orbital gap is 10.057 eV. As for the highest occupied orbital energy: -9.440 eV. The SMILES is CC(=O)OCC[C@@H](NS(=O)(=O)OCC(Cl)(Cl)Cl)c1ccccc1.


b is favored, and the nearest alternative lies 0.0066 hartree above it.


## a
The following is a quantum chemistry calculation of a structure of composition C2H8N5, from the Open Molecules 2025 dataset.

Element x y z (Å)
C (-0.306, -1.691, -0.151)
C (-1.481, -2.453, -0.292)
N (-0.420, 1.484, -0.037)
N (-1.164, 2.249, 0.246)
N (0.555, -0.983, 0.018)
N (-1.749, 3.188, 0.713)
N (2.541, 0.571, -0.008)
H (-1.435, -3.246, 0.438)
H (-1.473, -2.791, -1.363)
H (-2.247, -1.709, -0.098)
H (1.602, -0.158, -0.135)
H (-2.730, 3.301, 0.652)
H (2.359, 1.604, -0.399)
H (3.339, 0.139, -0.508)
H (2.607, 0.496, 0.924)

Its LUMO energy is -2.93 eV. Its total charge is +1. Its orbital gap is 10.503 eV. As for the highest occupied orbital energy: -13.434 eV.


## b
The following is a quantum chemistry calculation of a structure of composition C2H8N5, from the Open Molecules 2025 dataset.

Element x y z (Å)
C (-1.139, 1.393, 0.253)
C (0.483, 0.267, 0.475)
N (-1.530, 0.938, -0.966)
N (-0.723, 0.209, -1.552)
N (0.339, -0.103, -0.915)
N (0.062, -0.794, 1.430)
N (1.317, -0.833, -1.569)
H (-1.949, 0.991, 0.845)
H (-0.805, 2.319, 0.563)
H (1.324, 0.659, 0.943)
H (-0.862, -0.973, 1.066)
H (0.597, -1.708, 1.369)
H (1.914, -0.290, -2.279)
H (0.976, -1.684, -2.096)
H (-0.004, -0.391, 2.432)

Its LUMO energy is -3.92 eV. Its total charge is +1. Its orbital gap is 9.794 eV. As for the highest occupied orbital energy: -13.719 eV.


a is favored, and the nearest alternative lies 0.0998 hartree above it.